{
  "formula": "C4H4O2",
  "method": "ωB97M-V with the def2-TZVPD basis set",
  "symbols": ["O", "C", "O", "C", "C", "C", "H", "H", "H", "H"],
  "xyz": [[1.08, 1.54, 1.54], [0.10, 1.06, 1.09], [0.16, -0.17, 0.39], [1.47, -0.93, -0.61], [-0.93, -0.57, -0.25], [-2.05, -0.77, -0.63], [-0.94, 1.42, 1.11], [1.98, 0.02, -0.82], [2.00, -1.36, 0.27], [-2.95, -1.06, -1.13]],
  "lowdin_charge": [0.17, -0.21, -0.17, 0.11, -0.23, 0.16, 0.16, -0.02, -0.02, 0.04],
  "homo_lumo_gap_ev": 8.82,
  "homo_ev": -8.4,
  "e_above_lowest_kj_mol": 660.8,
  "total_charge": 0
}